Density functional theory data (ωB97M-V/def2-TZVPD) for a gas-phase ion, C27H34IO7 (charge -1) at a distorted geometry.

Element x y z (Å)
I1 -0.902 -4.539 1.947
O1 -4.601 -3.159 2.687
O2 2.996 2.240 -2.514
O3 4.254 0.174 -0.522
O4 -4.334 -4.893 1.234
O5 2.586 0.723 0.834
O6 1.999 -2.131 0.213
O7 -1.461 -2.308 -3.231
C1 3.691 4.453 1.063
C2 2.705 4.451 -1.364
C3 2.013 0.390 -1.424
C4 -0.751 -0.094 2.335
C5 1.277 4.918 -0.977
C6 -1.451 -1.487 2.323
C7 3.060 0.433 -0.292
C8 -2.747 -2.704 -0.572
C9 -4.503 -4.342 2.462
C10 3.315 3.640 -0.213
C11 -4.520 -5.327 3.630
C12 1.013 1.184 -3.432
C13 -5.172 -4.327 0.233
C14 0.045 -0.693 -2.350
C15 1.023 -1.641 -0.305
C16 -1.335 -2.217 -0.826
C17 -0.489 -2.430 1.570
C18 0.037 0.218 -3.374
C19 2.001 1.310 -2.482
C20 4.900 3.727 1.721
C21 -4.572 -4.447 -1.179
C22 1.051 -0.588 -1.381
C23 -3.094 -4.027 -1.303
C24 4.033 5.941 0.815
C25 -0.975 -1.796 -2.239
C26 -0.371 -2.116 0.094
C27 2.555 3.589 -2.669
H1 4.174 3.044 -0.534
H2 -4.662 -5.498 -1.489
H3 -1.552 -1.851 3.349
H4 -2.894 -3.869 -2.369
H5 -5.423 -3.274 0.399
H6 -6.132 -4.869 0.213
H7 4.828 3.703 2.815
H8 -5.224 -3.870 -1.849
H9 4.778 6.236 1.570
H10 -2.415 -4.823 -0.977
H11 0.121 -0.109 2.994
H12 0.994 1.888 -4.264
H13 2.872 4.397 1.790
H14 1.526 3.689 -3.033
H15 4.898 2.676 1.399
H16 -3.452 -1.934 -0.935
H17 -0.426 0.200 1.329
H18 1.280 5.518 -0.062
H19 -2.403 -1.341 1.811
H20 0.584 4.069 -0.921
H21 3.277 5.339 -1.655
H22 5.859 4.140 1.382
H23 -1.471 0.676 2.642
H24 0.493 -2.277 2.025
H25 -5.530 -5.684 3.850
H26 3.180 6.616 0.962
H27 0.898 5.557 -1.792
H28 2.543 2.925 0.096
H29 -2.984 -2.846 0.484
H30 -4.191 -4.756 4.505
H31 -0.726 0.166 -4.147
H32 -3.788 -6.130 3.503
H33 4.495 6.131 -0.159
H34 3.197 4.037 -3.442

Values from the calculation:
Charge: -1
E_HOMO (eV): -4.71
SMILES: CC[C@@H](I)C1=C(CCCCOC(C)=O)C(=O)c2ccc(OC[C@@H](C)CC(C)C)c(C(=O)[O-])c2C1=O
Kohn-Sham gap (eV): 6.64
Energy (a.u.): -1873.671193